19
Properties=species:S:1:pos:R:3:lowdin_charge:R:1 method="wB97M-V/def2-TZVPD" s2=0.75 gap_ev="11.11 / 6.88" charge=0 spin_multiplicity=2 e_above_lowest_kcal_mol=29.1
C 1.307 0.703 2.441 -0.277
C 1.283 -0.685 1.771 -0.063
O 0.455 1.679 1.827 -0.098
H 0.995 0.670 3.479 0.103
H 2.316 1.104 2.261 0.110
H 0.335 -0.785 1.229 0.031
H -0.198 1.264 1.258 0.028
H 1.186 -1.449 2.549 0.082
H 2.099 -0.748 1.047 0.081
C -0.164 0.482 -1.545 -0.143
C 0.820 -0.275 -2.462 -0.061
C -1.223 -0.445 -0.963 -0.590
O -2.016 -1.005 -1.664 0.140
O -1.293 -0.446 0.346 0.198
H 0.314 1.113 -0.797 0.099
H -0.760 1.211 -2.073 0.123
H 0.338 -0.219 -3.443 0.080
H 0.917 -1.302 -2.115 0.085
H 1.738 0.255 -2.670 0.071



11
Properties=species:S:1:pos:R:3:lowdin_charge:R:1 method="wB97M-V/def2-TZVPD" gap_ev=11.36 smiles=N#CC[C@H]1CO1 charge=0 e_above_lowest_kcal_mol=56.8
N 1.776 1.233 -0.131 0.158
C 1.556 0.096 -0.184 -0.224
C 0.671 -1.075 -0.146 -0.082
C -0.541 -0.330 0.461 -0.381
C -0.883 0.950 -0.121 -0.090
O -1.796 -0.241 -0.118 -0.016
H 1.025 -1.876 0.511 0.116
H 0.494 -1.480 -1.149 0.130
H -0.541 -0.396 1.549 0.151
H -1.028 1.821 0.530 0.122
H -0.573 1.207 -1.131 0.114



51
Properties=species:S:1:pos:R:3:lowdin_charge:R:1 method="wB97M-V/def2-TZVPD" s2=6.41 gap_ev="4.01 / 7.47" charge=+1 spin_multiplicity=5
Cr -0.419 -0.477 -0.137 1.229
C -4.098 3.147 -1.364 -0.621
F -3.825 2.426 -2.514 0.107
F -4.843 4.219 -1.563 0.188
F -4.744 2.306 -0.629 0.160
S -2.450 3.648 -0.424 0.721
O -1.522 3.838 -1.537 -0.304
O -2.567 4.929 0.269 -0.284
N -2.050 2.246 0.630 -0.255
S -2.636 2.673 2.077 0.598
O -3.923 3.401 2.149 -0.250
O -2.580 1.486 2.895 -0.300
C -1.279 3.809 2.898 -0.689
F -1.784 4.467 3.885 0.196
F -0.117 3.217 3.187 0.140
F -0.900 4.768 2.089 0.125
C 1.944 -0.795 4.008 -0.776
O 1.265 -0.786 2.991 -0.011
N 1.428 -0.836 5.196 0.184
N 3.258 -0.726 3.909 0.171
H 0.420 -0.824 5.121 0.130
H 1.960 -1.061 6.024 0.125
H 3.626 -0.560 4.834 0.100
H 3.995 -0.861 3.232 0.125
C 1.257 -4.961 -0.517 -0.816
O 1.026 -3.824 -0.744 0.044
N 2.429 -5.565 -0.463 0.178
N 0.275 -5.771 -0.286 0.163
H 2.394 -6.570 -0.374 0.112
H 3.248 -5.041 -0.735 0.126
H -0.667 -5.668 -0.636 0.126
H 0.611 -6.667 0.035 0.107
C 3.723 1.996 -0.387 -0.814
O 2.701 1.378 -0.491 0.031
N 4.650 1.967 -1.300 0.158
N 3.985 2.932 0.475 0.177
H 4.327 1.384 -2.060 0.120
H 5.621 2.238 -1.253 0.122
H 3.343 3.021 1.249 0.126
H 4.745 3.538 0.200 0.121
C -1.447 -1.063 -4.654 -0.857
O -1.144 -0.640 -3.594 0.052
N -1.114 -0.546 -5.775 0.181
N -2.264 -2.038 -4.819 0.178
H -0.238 -0.055 -5.890 0.134
H -1.509 -0.879 -6.642 0.119
H -2.346 -2.321 -5.785 0.119
H -2.416 -2.607 -3.999 0.126
O -2.803 -2.403 0.350 -0.044
H -3.375 -2.787 -0.314 0.047
H -3.168 -2.701 1.184 0.054



101
Properties=species:S:1:pos:R:3:lowdin_charge:R:1 method="wB97M-V/def2-TZVPD" gap_ev=6.76 charge=0 e_above_lowest_kcal_mol=13.9
Sc 0.066 0.394 -0.228 0.747
C 4.898 -2.516 -2.750 -0.089
C 3.434 -2.932 -2.761 -0.302
N 2.819 -2.911 -1.446 -0.027
C 2.390 -1.775 -0.828 -0.791
S 2.219 -0.302 -1.735 0.685
N 2.160 -1.897 0.465 0.012
N 1.725 -0.683 0.957 -0.123
C 2.186 -0.265 2.076 -0.251
C 3.116 -1.081 2.913 -0.008
C 1.867 1.157 2.367 -0.239
C 2.192 1.794 3.552 -0.019
C 1.927 3.152 3.677 -0.045
C 1.366 3.832 2.613 -0.026
C 1.054 3.117 1.465 -0.105
N 1.289 1.818 1.353 0.021
H 5.314 -2.548 -3.758 0.073
H 5.489 -3.181 -2.118 0.072
H 4.995 -1.500 -2.369 0.060
H 3.329 -3.945 -3.157 0.104
H 2.858 -2.264 -3.402 0.076
H 3.088 -3.636 -0.797 0.135
H 3.994 -1.347 2.323 0.089
H 2.635 -2.019 3.190 0.088
H 3.435 -0.560 3.811 0.063
H 2.629 1.244 4.373 0.107
H 2.162 3.668 4.599 0.113
H 1.155 4.890 2.665 0.112
H 0.578 3.584 0.611 0.118
N -2.131 0.468 -1.246 -0.040
C -2.308 1.719 -1.991 -0.147
C -1.149 2.673 -1.721 -0.614
O -1.211 3.842 -2.012 0.086
O -0.113 2.094 -1.146 -0.195
H -2.495 -0.344 -1.736 0.086
H -2.620 0.513 -0.350 -0.023
H -3.240 2.236 -1.763 0.123
H -2.304 1.517 -3.063 0.108
C -1.934 -2.495 3.675 -0.064
N -3.146 -2.144 2.974 -0.086
C -4.348 -1.851 3.735 -0.130
C -5.113 -0.938 2.790 -0.141
N -4.631 -1.391 1.502 -0.108
C -4.988 -0.616 0.340 -0.064
C -3.325 -1.858 1.636 -0.423
N -2.585 -1.989 0.600 0.080
C -1.239 -2.497 0.663 -0.263
C -0.794 -3.048 -0.674 -0.236
N -0.513 -1.992 -1.642 0.063
C -0.409 -2.343 -2.883 -0.346
N -0.445 -3.627 -3.452 -0.071
C 0.164 -4.816 -2.865 -0.055
C -0.262 -3.551 -4.901 -0.133
C -0.268 -2.062 -5.219 -0.130
N -0.329 -1.449 -3.918 -0.098
C -0.321 -0.016 -3.852 -0.078
H -2.008 -2.114 4.695 0.078
H -1.068 -2.022 3.226 0.059
H -1.773 -3.577 3.735 0.088
H -4.093 -1.353 4.672 0.117
H -4.913 -2.761 3.967 0.121
H -4.853 0.117 2.959 0.120
H -6.194 -1.057 2.871 0.121
H -6.063 -0.688 0.168 0.087
H -4.462 -1.016 -0.523 0.069
H -4.719 0.442 0.469 0.073
H -1.088 -3.293 1.399 0.113
H -0.521 -1.711 0.947 0.040
H -1.606 -3.691 -1.030 0.117
H 0.092 -3.661 -0.493 0.096
H -0.446 -5.260 -2.087 0.075
H 1.158 -4.614 -2.464 0.068
H 0.255 -5.553 -3.661 0.087
H -1.063 -4.084 -5.416 0.120
H 0.687 -4.013 -5.187 0.115
H -1.134 -1.773 -5.824 0.122
H 0.631 -1.745 -5.757 0.123
H 0.646 0.387 -4.160 0.088
H -0.509 0.312 -2.838 0.013
H -1.098 0.387 -4.512 0.098
C -3.695 5.482 5.589 -0.058
C -3.151 4.395 4.700 -0.279
C -2.440 3.325 5.219 -0.025
C -1.941 2.305 4.413 -0.303
C -1.173 1.185 5.056 -0.080
C -2.165 2.354 3.029 -0.488
Se -1.605 0.858 1.971 0.830
C -2.864 3.438 2.483 -0.293
C -3.114 3.545 1.012 -0.063
C -3.349 4.432 3.327 -0.021
H -3.391 5.332 6.625 0.070
H -4.786 5.503 5.561 0.078
H -3.343 6.466 5.274 0.077
H -2.261 3.276 6.288 0.109
H -1.146 1.311 6.138 0.076
H -0.149 1.146 4.678 0.054
H -1.620 0.220 4.818 0.040
H -2.236 3.227 0.459 0.034
H -3.349 4.569 0.723 0.088
H -3.949 2.904 0.710 0.079
H -3.888 5.265 2.889 0.118



13
Properties=species:S:1:pos:R:3:lowdin_charge:R:1 method="wB97M-V/def2-TZVPD" gap_ev=8.98 smiles="C=[S@](=O)(O)CN" charge=0 e_above_lowest_kcal_mol=111.4
C -1.978 -0.195 1.039 -0.231
S -0.653 0.070 0.049 0.847
O -1.058 0.366 -1.483 -0.435
O -0.170 -1.501 -0.044 -0.289
C 1.257 0.439 0.269 -0.276
N 1.862 0.511 -1.005 -0.002
H -2.719 0.555 0.977 0.000
H -1.676 -0.338 2.010 -0.023
H -1.096 -1.818 -0.178 0.071
H 1.436 1.476 0.684 0.125
H 1.525 -0.438 0.749 0.061
H 1.837 -0.352 -1.541 0.096
H 1.432 1.226 -1.526 0.058